Here is a cluster of 12 separate species, C44H68N4O24 in total at a distorted geometry from OMol25. Energies are from ωB97M-V with the def2-TZVPD basis set.

Geometry (Å):
1 N 16.0293 -15.8794 1.7778
2 C 15.5751 -15.0928 0.8268
3 C 14.9342 -13.8600 1.0800
4 C 14.7307 -13.4884 2.3909
5 C 15.1624 -14.3267 3.3784
6 C 15.7980 -15.5184 3.0437
7 H 15.7179 -15.4556 -0.1770
8 H 14.5617 -13.2424 0.2649
9 H 14.2531 -12.5533 2.6164
10 H 15.1262 -14.0134 4.4159
11 H 16.2073 -16.1608 3.8214
12 N 17.8074 -23.3186 -7.5630
13 C 18.8068 -23.1057 -6.6935
14 C 19.0311 -21.8969 -6.0279
15 C 18.1351 -20.8682 -6.2477
16 C 17.0858 -21.0631 -7.1304
17 C 16.9480 -22.3208 -7.7279
18 H 19.5762 -23.8544 -6.5427
19 H 19.8845 -21.8052 -5.3596
20 H 18.2800 -19.9549 -5.6974
21 H 16.3354 -20.3187 -7.2027
22 H 16.1525 -22.6100 -8.3980
23 N 18.8523 -24.2559 2.2392
24 C 18.5246 -25.3837 2.8819
25 C 17.5189 -25.3875 3.8202
26 C 16.8998 -24.2219 4.1993
27 C 17.3158 -23.0982 3.5680
28 C 18.2852 -23.1132 2.5796
29 H 19.0455 -26.2987 2.6037
30 H 17.2729 -26.3396 4.3168
31 H 16.0917 -24.2019 4.9138
32 H 16.8474 -22.1348 3.8229
33 H 18.6269 -22.2101 2.0680
34 N 18.7246 -20.1401 -0.4819
35 C 18.5827 -18.9082 -0.0573
36 C 17.8113 -17.9379 -0.7310
37 C 17.1676 -18.3045 -1.8671
38 C 17.3645 -19.6125 -2.3336
39 C 18.1025 -20.5382 -1.6114
40 H 19.0961 -18.6545 0.8756
41 H 17.7488 -16.9403 -0.2800
42 H 16.6027 -17.5794 -2.4491
43 H 16.8858 -19.8846 -3.2721
44 H 18.2358 -21.5887 -1.8530
45 C 14.9122 -20.0513 0.2244
46 O 14.1094 -21.0672 0.8277
47 C 14.1261 -21.2059 2.1763
48 O 14.6841 -20.4801 2.9703
49 O 13.3498 -22.2555 2.4686
50 C 13.0499 -22.6085 3.8277
51 H 14.7702 -19.1099 0.7753
52 H 14.6084 -20.0199 -0.8336
53 H 15.9350 -20.4037 0.2335
54 H 13.8487 -22.1740 4.4220
55 H 12.9733 -23.6910 3.7779
56 H 12.1280 -22.0800 4.1030
57 C 22.1884 -16.4216 0.5793
58 O 21.2643 -17.1207 1.3211
59 C 21.6832 -18.3263 1.7416
60 O 22.8076 -18.7664 1.5910
61 O 20.7082 -18.8807 2.5207
62 C 20.9544 -20.1057 3.1585
63 H 23.0867 -16.1851 1.1769
64 H 21.7266 -15.4675 0.3437
65 H 22.4521 -16.9364 -0.3510
66 H 20.5172 -20.0917 4.1649
67 H 22.0057 -20.4213 3.2384
68 H 20.5028 -20.9261 2.5770
69 C 17.8161 -10.4217 2.6755
70 O 17.8605 -11.6810 2.0854
71 C 18.4595 -12.6619 2.7062
72 O 18.7569 -12.7051 3.8999
73 O 18.6371 -13.5618 1.7667
74 C 19.1851 -14.8484 2.1071
75 H 18.6389 -9.8530 2.2494
76 H 17.9905 -10.5492 3.7256
77 H 16.8548 -9.9799 2.4681
78 H 18.7675 -15.1192 3.1039
79 H 20.2609 -14.6983 2.2155
80 H 19.0175 -15.5259 1.2771
81 C 20.8193 -18.3059 -3.2967
82 O 19.9952 -17.5393 -4.1994
83 C 20.0956 -16.1984 -4.1248
84 O 20.7835 -15.5712 -3.2747
85 O 19.4041 -15.6673 -5.1416
86 C 19.2990 -14.2376 -5.1826
87 H 20.2459 -19.1603 -3.0358
88 H 21.0480 -17.5992 -2.4730
89 H 21.6926 -18.6246 -3.8532
90 H 20.3138 -13.8880 -5.4118
91 H 18.9428 -13.9632 -4.1769
92 H 18.6147 -14.2349 -5.9967
93 C 15.6654 -23.9338 0.0316
94 O 15.2585 -24.3717 -1.2440
95 C 16.2131 -24.3016 -2.1968
96 O 17.4218 -24.0294 -1.9960
97 O 15.6984 -24.5962 -3.3435
98 C 16.5679 -24.5838 -4.5123
99 H 16.3116 -24.6552 0.5475
100 H 14.7646 -23.7740 0.5936
101 H 16.1977 -22.9950 0.0163
102 H 17.1097 -23.6470 -4.4889
103 H 15.8510 -24.6249 -5.3154
104 H 17.2959 -25.3905 -4.3660
105 C 23.4800 -20.6636 -0.9084
106 O 22.6922 -20.6165 -2.0949
107 C 21.6564 -21.4712 -2.0520
108 O 20.7686 -21.5535 -2.9004
109 O 21.7184 -22.2561 -0.9699
110 C 20.6385 -23.1895 -0.9297
111 H 24.2081 -19.8828 -0.9713
112 H 23.9932 -21.6167 -0.9049
113 H 22.8124 -20.5790 -0.0489
114 H 20.7267 -23.9774 -0.1773
115 H 20.4714 -23.5636 -1.9508
116 H 19.7308 -22.6531 -0.6497
117 C 17.6085 -12.7127 -1.6639
118 O 16.8305 -13.5773 -2.4555
119 C 15.9289 -12.9006 -3.2287
120 O 15.7990 -11.7146 -3.2068
121 O 15.3040 -13.7327 -4.0721
122 C 15.8132 -15.0755 -4.0957
123 H 16.9495 -12.2121 -0.9468
124 H 18.1165 -11.9667 -2.2905
125 H 18.3894 -13.3087 -1.2314
126 H 16.8979 -15.0413 -4.1890
127 H 15.3624 -15.5232 -4.9836
128 H 15.5764 -15.6219 -3.1585
129 C 18.9116 -19.7842 8.2326
130 O 18.4132 -20.2841 7.0221
131 C 18.3651 -19.3942 5.9652
132 O 18.3501 -18.1709 6.0189
133 O 18.1835 -20.1586 4.8320
134 C 17.8700 -19.3921 3.6931
135 H 19.9906 -19.6918 8.1840
136 H 18.5737 -20.5504 8.9139
137 H 18.4191 -18.8631 8.5582
138 H 18.4365 -18.4372 3.7334
139 H 16.7902 -19.2442 3.6685
140 H 18.1404 -20.0456 2.8451

- net charge = 0
- HOMO energy (eV) = -9.565
- calculated total energy (Ha) = -3742.14993
- HOMO-LUMO gap (eV) = 10.02
- LUMO energy (hartree) = 0.0168